102
Properties=species:S:1:pos:R:3:forces:R:3 method="wB97M-V/def2-TZVPD" multiplicity=6 e_homo_ev="-13.2 / -13.5" gap_ev="8.34 / 4.14" total_energy_ev=-151824.66880 total_charge=+2 relative_energy_kcal_mol=5.8 max_force_ev_per_a=1.38
Fe 0.080832 0.423688 0.312641 0.4 0.5 1.2
O 1.741054 -2.923207 1.521333 0.0 -0.1 0.5
S 1.078757 -2.184160 0.441959 0.0 -0.5 -0.6
C -0.290692 -3.211641 -0.149461 0.0 0.4 0.0
C -0.199488 -4.579341 0.041009 0.1 -0.1 0.1
C -1.249990 -5.394981 -0.345281 0.0 0.0 -0.1
C -2.390602 -4.835445 -0.905066 -0.1 0.0 0.0
C -2.489365 -3.463420 -1.068902 0.0 0.0 0.0
C -1.438331 -2.627029 -0.691291 0.1 0.2 0.1
P -1.573698 -0.806230 -0.821578 -0.9 -0.6 -0.6
C -1.631499 -0.419889 -2.602588 0.2 0.1 0.2
C -1.754595 -1.359781 -3.618857 0.0 0.0 0.1
C -1.866052 -0.934913 -4.936722 0.0 -0.1 -0.1
C -1.850554 0.417055 -5.244727 0.0 0.0 0.0
C -1.697894 1.358369 -4.233562 0.0 0.1 0.0
C -1.572496 0.938947 -2.919892 -0.2 -0.2 -0.1
C -3.264298 -0.350532 -0.292866 0.3 0.1 0.1
C -4.395553 -0.576488 -1.075612 0.0 0.0 0.1
C -5.640594 -0.167770 -0.621403 0.0 0.0 -0.1
C -5.766124 0.476736 0.603683 0.0 0.0 0.0
C -4.640508 0.728921 1.375453 0.0 0.1 0.0
C -3.391633 0.324745 0.924292 0.1 0.0 -0.1
C 2.198501 -2.321463 -0.974136 -0.1 0.4 0.1
C 2.681537 -3.560693 -1.361409 -0.1 -0.1 0.0
C 3.626458 -3.636025 -2.370363 0.0 0.0 0.0
C 4.094379 -2.476581 -2.974303 0.0 0.0 0.0
C 3.639745 -1.236070 -2.556933 0.1 0.0 0.1
C 2.692884 -1.146039 -1.538971 -0.2 0.0 0.1
P 2.122044 0.468451 -0.906726 0.9 0.1 -0.4
C 3.194441 0.859068 0.506655 -0.1 0.1 0.0
C 3.906412 -0.116730 1.200924 -0.1 0.0 -0.1
C 4.627180 0.235172 2.333106 0.0 0.0 0.1
C 4.625415 1.546036 2.788094 0.0 0.0 0.0
C 3.903210 2.518112 2.106966 0.0 0.1 0.0
C 3.185224 2.178462 0.973323 0.0 -0.1 0.0
C 2.572615 1.587785 -2.262906 -0.2 0.0 0.1
C 1.784640 1.523621 -3.412729 0.0 0.0 0.1
C 2.144040 2.239190 -4.541967 0.0 0.0 0.0
C 3.289869 3.024200 -4.528926 0.0 0.0 0.0
C 4.061505 3.106396 -3.379456 0.1 0.0 0.0
C 3.707920 2.393128 -2.242864 0.0 -0.1 0.0
H 0.674684 -4.992290 0.528859 0.0 0.0 0.0
H -1.183574 -6.465487 -0.205382 0.0 0.0 0.0
H -3.221661 -5.467352 -1.188658 0.0 0.0 0.0
H -3.398574 -3.045282 -1.477445 0.0 0.0 0.0
H -1.766877 -2.416203 -3.383343 0.0 0.0 -0.1
H -1.966229 -1.667108 -5.726854 0.0 0.0 0.0
H -1.939186 0.738697 -6.273668 0.0 0.0 0.0
H -1.656653 2.414088 -4.473229 0.0 0.0 0.0
H -1.405311 1.657086 -2.124011 0.0 0.1 0.0
H -4.308615 -1.056727 -2.042362 0.0 0.0 0.0
H -6.518055 -0.351691 -1.227551 0.0 0.0 0.0
H -6.742147 0.782337 0.957152 0.0 0.0 0.0
H -4.736527 1.235476 2.327680 0.0 0.0 0.0
H -2.504308 0.535805 1.514994 -0.1 0.0 0.1
H 2.328273 -4.458254 -0.872934 0.0 0.0 0.0
H 4.007912 -4.600628 -2.676584 0.0 0.0 0.0
H 4.830363 -2.537752 -3.764545 0.0 0.0 0.0
H 4.038905 -0.338109 -3.008757 0.0 0.0 0.0
H 3.905442 -1.146774 0.867492 0.1 0.0 0.0
H 5.195582 -0.522704 2.855701 0.0 0.0 0.0
H 5.192377 1.811534 3.670344 0.0 0.0 0.0
H 3.897744 3.540866 2.461567 0.0 0.0 0.0
H 2.617661 2.935813 0.443179 0.0 0.0 0.0
H 0.902013 0.895048 -3.427595 0.1 0.0 0.0
H 1.533077 2.184002 -5.433780 0.0 0.0 0.0
H 3.588764 3.565972 -5.416190 0.0 0.0 0.0
H 4.950708 3.722325 -3.361727 0.0 0.0 0.0
H 4.324540 2.445129 -1.356107 0.0 0.0 0.0
O 1.234168 4.358665 4.498351 0.2 0.4 0.4
C 1.213382 3.193882 5.111082 0.0 -0.3 0.1
O 1.495279 3.058671 6.270052 0.0 0.1 -0.1
C 0.828622 1.998919 4.286432 0.0 0.0 0.1
C 0.726049 0.702148 4.781576 -0.2 0.3 -0.1
Cl 0.845809 0.167257 6.373215 0.0 0.0 0.0
N 0.362142 -0.110181 3.760788 0.5 0.1 0.0
N 0.255152 0.592798 2.615668 -0.4 0.0 -0.4
C 0.497275 1.864793 2.931942 0.1 -0.1 0.1
C 0.272744 2.884647 1.854788 0.2 -0.2 0.5
O 0.467585 4.076050 2.060534 -0.2 0.0 -0.4
O -0.181152 2.388698 0.764862 -0.3 -0.3 -0.8
C -0.005120 -1.486327 3.834582 -0.2 -0.4 -0.1
C 0.748489 -2.394158 4.561275 0.2 0.1 -0.1
C 0.327153 -3.710977 4.643584 0.0 0.0 0.0
C -0.844140 -4.117657 4.023999 0.0 -0.1 -0.1
C -1.593198 -3.205430 3.296313 0.0 0.0 -0.1
C -1.169374 -1.891909 3.192861 0.0 0.2 0.0
H 0.995305 4.318287 3.544842 -0.1 -0.1 -0.1
H 1.661214 -2.087567 5.050614 0.0 0.0 -0.1
H 0.926614 -4.420898 5.196649 0.0 0.0 0.0
H -1.176444 -5.144161 4.106772 0.0 0.0 0.0
H -2.516917 -3.510990 2.820651 0.0 0.0 0.0
H -1.759840 -1.164515 2.649937 0.0 0.0 0.0
C -2.969081 4.573242 0.796424 0.4 -0.2 0.0
S -2.562631 3.551726 -0.608611 -0.5 0.2 0.1
C -4.134467 3.462588 -1.463068 0.3 -0.1 0.1
H -3.343461 5.536477 0.444530 -0.1 0.0 -0.1
H -2.049917 4.709812 1.366790 0.0 0.0 0.0
H -3.728086 4.064661 1.394007 -0.1 0.0 0.0
H -4.871713 2.984823 -0.812970 0.0 0.0 0.1
H -3.984914 2.867867 -2.362000 0.0 0.0 0.0
H -4.461507 4.471323 -1.722663 0.0 0.0 0.1


102
Properties=species:S:1:pos:R:3:forces:R:3 method="wB97M-V/def2-TZVPD" multiplicity=2 e_homo_ev="-6.6 / -6.5" gap_ev="6.40 / 6.36" total_energy_ev=-108198.82364 total_charge=0 max_force_ev_per_a=0.18
Co 0.846589 -0.678114 0.974260 0.0 0.1 -0.1
C 5.209215 4.782097 -0.911423 0.0 0.0 0.0
C 4.069002 3.883228 -0.513733 0.0 0.0 0.0
C 2.850081 4.383599 -0.066693 0.0 0.0 0.0
C 1.842937 3.546990 0.364021 0.0 0.1 0.0
C 1.943458 2.133298 0.359484 0.0 0.0 0.1
N 0.944617 1.325460 0.807702 -0.1 0.0 -0.1
C -0.167927 1.921909 1.408129 0.0 0.0 0.0
C -1.154623 2.628554 0.710525 0.0 0.0 0.0
C -2.314017 3.062557 1.325238 0.0 0.0 0.0
C -2.552679 2.828946 2.680769 0.0 0.0 0.0
C -3.846566 3.245167 3.327426 0.0 0.0 0.0
C -1.575447 2.154152 3.393354 0.0 0.0 0.0
C -0.413294 1.717209 2.767089 0.0 0.0 -0.1
N 0.515474 0.940118 3.510744 0.0 0.0 0.0
C 1.017510 1.193635 4.736805 0.0 0.0 -0.1
C 1.834728 0.140294 5.068240 0.0 0.0 0.0
C 1.767249 -0.720306 3.962529 0.0 0.0 -0.1
N 0.964093 -0.236088 3.027054 0.1 0.0 0.2
C 3.183287 1.642037 -0.120560 0.1 0.1 0.0
C 4.203297 2.506612 -0.507750 0.1 0.1 0.0
N 3.495963 0.245700 -0.183441 0.0 0.0 0.0
C 4.431834 -0.312527 -0.982194 0.0 0.0 0.0
C 4.587625 -1.621680 -0.593530 0.0 0.0 0.0
C 3.675427 -1.780611 0.456267 0.0 0.0 0.0
N 3.012595 -0.655140 0.693936 0.1 -0.1 0.1
H 4.843386 5.758118 -1.231769 0.0 0.0 0.0
H 5.785870 4.358010 -1.734731 0.0 0.0 0.0
H 5.898437 4.948730 -0.079375 0.0 0.0 0.0
H 2.686762 5.455599 -0.033718 0.0 0.0 0.0
H 0.934152 3.997282 0.736247 0.0 0.0 0.0
H -1.005462 2.813820 -0.347258 0.0 0.0 0.0
H -3.062052 3.582682 0.736486 0.0 0.0 0.0
H -4.103290 4.274922 3.075548 0.0 0.0 0.0
H -3.787944 3.168637 4.413164 0.0 0.0 0.0
H -4.672915 2.610835 2.995665 0.0 0.0 0.0
H -1.726930 1.924902 4.443610 0.0 0.0 0.0
H 0.770812 2.105232 5.253890 0.0 0.0 0.0
H 2.411979 0.019840 5.967686 0.0 0.0 0.0
H 2.275012 -1.654924 3.794193 0.0 0.0 0.0
H 5.166375 2.090720 -0.778986 0.0 0.0 0.0
H 4.907557 0.243473 -1.770052 0.0 0.0 0.0
H 5.251227 -2.353316 -1.020192 0.0 0.0 0.0
H 3.430327 -2.666373 1.017623 0.0 0.0 0.0
N 2.367077 -1.760781 -6.138108 0.0 -0.1 0.0
C 2.510776 -1.334104 -7.440410 0.0 0.0 0.0
C 2.988649 -1.956250 -8.589290 0.0 0.0 0.0
C 2.984686 -1.202722 -9.746300 0.0 0.0 0.0
C 2.521456 0.123406 -9.759180 0.0 0.0 0.0
C 2.049655 0.732645 -8.614619 0.0 0.0 0.0
C 2.044710 -0.012693 -7.435860 0.0 0.0 0.0
N 1.631430 0.342651 -6.164765 0.0 0.0 0.0
C 1.836236 -0.713169 -5.428962 0.0 0.0 0.0
C 1.534374 -0.788105 -3.995556 0.0 0.0 0.0
C 1.774558 -1.921967 -3.233122 0.0 0.0 0.0
C 1.470382 -1.904616 -1.882210 -0.1 0.0 0.0
N 0.950325 -0.849143 -1.260735 0.1 -0.1 -0.1
C 0.715513 0.240060 -2.001759 0.0 0.0 0.0
C 0.985541 0.317121 -3.353739 0.0 0.0 0.0
H 2.596781 -2.670164 -5.780388 0.0 0.0 0.0
H 3.346111 -2.977745 -8.582786 0.0 0.0 0.0
H 3.346616 -1.643225 -10.665971 0.0 0.0 0.0
H 2.538361 0.674071 -10.690403 0.0 0.0 0.0
H 1.692361 1.753544 -8.618988 0.0 0.0 0.0
H 2.203746 -2.822925 -3.652305 0.0 0.0 0.0
H 1.660646 -2.773512 -1.269305 0.0 0.0 0.0
H 0.305979 1.084649 -1.462314 0.0 0.0 0.0
H 0.787138 1.222742 -3.908775 0.0 0.0 0.0
N -8.722025 -0.514069 5.608818 0.0 0.0 0.0
C -7.827269 -0.540966 4.888396 0.0 0.0 0.0
C -6.706457 -0.568792 3.990417 0.0 0.0 0.0
C -5.410351 -0.641502 4.491816 0.0 0.0 0.0
C -4.330255 -0.660883 3.631829 0.0 0.0 0.0
C -4.532636 -0.607839 2.255130 0.0 0.0 0.0
C -5.827393 -0.538906 1.752973 0.0 0.0 -0.1
C -6.907918 -0.520114 2.614749 0.0 0.0 0.0
N -3.427490 -0.615185 1.376372 0.0 0.0 0.0
C -3.441760 -0.578198 -0.007388 0.0 0.0 0.0
C -2.141232 -0.572930 -0.393041 0.1 0.0 -0.1
N -1.322652 -0.599106 0.712891 0.0 -0.1 0.0
C -2.118991 -0.641186 1.742157 -0.1 0.1 0.0
H -5.249793 -0.688852 5.560126 0.0 0.0 0.0
H -3.335408 -0.731453 4.043595 0.0 0.0 0.0
H -6.002394 -0.501388 0.687688 0.0 0.0 0.0
H -7.913378 -0.466753 2.220925 0.0 0.0 0.0
H -4.348803 -0.555588 -0.581554 0.0 0.0 0.0
H -1.744155 -0.548843 -1.393865 0.0 0.0 0.0
H -1.790580 -0.716752 2.760831 0.0 0.0 0.0
F -4.184076 -4.142377 3.547605 0.0 0.0 0.0
C -2.964499 -3.843753 3.032210 0.0 0.0 0.0
C -2.773853 -3.920221 1.666879 0.0 0.0 0.0
C -1.529221 -3.594812 1.149527 0.0 0.0 0.0
C -0.469220 -3.169609 1.960777 0.0 0.0 0.0
C 0.801805 -2.671073 1.369730 0.0 -0.1 0.1
C -0.704216 -3.154192 3.339194 0.0 0.0 0.0
C -1.942148 -3.483295 3.882932 0.0 0.0 0.0
H -3.591017 -4.229451 1.027211 0.0 0.0 0.0
H -1.382758 -3.629509 0.075328 0.0 0.0 0.0
H 1.030342 -3.273538 0.484643 0.0 0.0 0.0
H 1.611259 -2.868531 2.084345 0.0 0.0 0.0
H 0.095320 -2.858927 4.008161 0.0 0.0 0.0
H -2.113641 -3.466442 4.952175 0.0 0.0 0.0